1.
16
Properties=species:S:1:pos:R:3:lowdin_charge:R:1 method="wB97M-V/def2-TZVPD" lumo_ev=0.3 multiplicity=1
C -1.29 -0.32 0.85 -0.269
C 0.32 -0.18 1.08 -0.228
C 0.97 0.93 0.27 -0.203
C 1.28 0.40 -1.11 -0.264
N 0.73 -0.54 -1.88 0.023
N -1.68 -0.62 -0.53 -0.045
H -1.82 0.61 1.11 0.093
H -1.64 -1.21 1.40 0.102
H 0.46 -0.18 2.20 0.108
H 0.75 -1.18 0.71 0.121
H 2.01 1.26 0.85 0.163
H 0.22 1.86 0.37 0.160
H 2.09 0.90 -1.75 0.122
H 0.10 0.37 -1.77 0.106
H -1.69 -1.59 -0.70 0.039
H -0.81 -0.51 -1.11 -0.028


2.
16
Properties=species:S:1:pos:R:3:lowdin_charge:R:1 method="wB97M-V/def2-TZVPD" lumo_ev=1.1 multiplicity=1 smiles="C=NC.C=NC"
C 0.85 1.13 2.26 -0.099
N 1.36 1.69 1.26 -0.085
C 2.70 1.35 0.83 -0.162
H 0.24 1.72 2.95 0.063
H 1.24 0.27 2.84 0.068
H 2.71 1.52 -0.25 0.066
H 3.48 1.96 1.27 0.075
H 3.00 0.30 1.00 0.072
C -2.37 -1.10 -0.28 -0.094
N -1.82 -0.47 -1.24 -0.099
C -1.60 -1.26 -2.48 -0.144
H -3.01 -0.46 0.31 0.066
H -2.26 -2.19 -0.27 0.073
H -1.48 -0.58 -3.31 0.064
H -0.69 -1.86 -2.35 0.072
H -2.36 -2.03 -2.56 0.063


2 comes first in stability; the runner-up is 2.074 eV higher.